[1]
102
Properties=species:S:1:pos:R:3:forces:R:3:lowdin_charge:R:1 method="wB97M-V/def2-TZVPD" e_above_lowest_kcal_mol=0.0 charge=+4 e_lumo_ev="-12.75 / -14.23" largest_force_ev_per_a=5.2 multiplicity=3
W 1.346 0.654 0.603 -3.84 -2.17 -2.08 1.756
C 4.934 2.875 0.948 0.27 0.77 0.51 -0.027
C 3.530 2.900 0.415 0.53 1.01 -1.35 -0.650
C 2.787 4.230 0.615 -0.22 -0.51 1.16 -0.013
C 3.561 2.675 -1.104 0.80 0.48 0.44 -0.036
O 2.889 1.786 1.082 -1.75 -0.32 -0.64 -0.430
Ge 4.010 -0.380 1.483 0.23 0.63 -0.87 1.304
O 3.163 -0.320 -0.298 -1.12 0.66 0.90 -0.501
C 3.384 -1.371 -1.329 0.12 -0.51 0.63 -0.635
C 4.509 -2.230 -0.753 -0.34 -0.55 -1.42 -0.065
C 3.790 -0.737 -2.645 0.18 -1.27 -0.19 -0.011
C 2.108 -2.212 -1.489 0.53 -0.39 -0.30 -0.038
O 2.224 -0.379 2.152 -1.27 0.12 0.14 -0.585
C 1.895 -1.347 3.445 0.01 0.37 0.26 -0.461
C 2.670 -0.710 4.595 0.42 -1.18 -0.60 -0.017
C 0.390 -1.100 3.679 0.79 -0.33 -0.72 -0.011
C 2.411 -2.709 2.930 -1.35 -0.20 0.03 -0.019
H 5.471 3.752 0.575 0.10 -0.09 0.33 0.118
H 5.483 2.011 0.598 0.12 -0.39 -0.28 0.074
H 4.940 2.840 2.049 0.05 0.31 -0.31 0.111
H 3.278 5.085 0.145 0.25 -0.32 0.03 0.117
H 2.657 4.442 1.679 0.15 0.23 -0.04 0.095
H 1.787 4.163 0.185 -0.13 -0.06 -0.07 0.037
H 4.308 3.349 -1.566 -0.34 -0.38 0.28 0.128
H 2.607 2.888 -1.574 -0.22 -0.17 -0.11 0.039
H 3.865 1.658 -1.230 0.14 -0.52 -0.73 0.048
H 5.399 -1.665 -0.521 0.32 0.30 0.17 0.079
H 4.814 -2.939 -1.552 -0.13 0.16 0.71 0.131
H 4.137 -2.797 0.098 0.15 -0.21 0.22 0.074
H 4.779 -0.242 -2.601 -0.67 0.04 -0.02 0.112
H 2.968 -0.109 -3.016 0.50 -0.02 -0.15 0.091
H 3.918 -1.651 -3.297 -0.16 1.29 0.19 0.125
H 1.264 -1.603 -1.794 0.03 -0.05 -0.08 0.047
H 1.847 -2.763 -0.562 0.17 0.29 -0.48 0.086
H 2.304 -2.937 -2.306 -0.15 0.21 0.58 0.117
H 2.412 0.326 4.660 -0.18 0.64 0.22 0.085
H 3.755 -0.798 4.435 -0.24 -0.06 0.29 0.089
H 2.387 -1.228 5.532 0.25 0.24 -0.43 0.133
H 0.276 -0.055 3.990 -0.16 -0.23 -0.11 0.089
H -0.036 -1.747 4.445 0.28 -0.05 0.09 0.116
H -0.152 -1.300 2.754 -0.21 0.06 -0.06 0.068
H 3.490 -2.728 2.748 -0.07 0.13 0.18 0.069
H 1.877 -2.937 1.989 0.30 0.08 0.25 0.084
H 2.176 -3.573 3.594 0.19 0.86 -0.08 0.129
C -1.985 2.679 3.674 -1.05 -0.40 0.76 -0.003
C -0.705 3.177 3.509 0.98 0.35 0.28 -0.040
C 0.054 2.814 2.415 1.66 -0.13 -0.17 -0.120
C -0.361 1.838 1.486 0.07 -0.98 0.04 -0.398
C -1.696 1.348 1.686 -0.54 -0.16 -0.93 -0.119
C -2.515 1.758 2.749 1.41 0.48 -0.41 -0.025
Ge -0.244 2.345 -0.970 -0.06 -0.41 -0.09 1.181
C -0.810 4.244 -0.980 -0.56 -1.28 1.07 -0.280
C -1.944 4.699 -0.331 -0.35 -0.59 1.11 -0.063
C -2.448 5.961 -0.608 -1.05 -1.83 2.27 0.049
C -1.769 6.801 -1.458 0.47 0.70 -2.09 0.045
C -0.706 6.337 -2.198 1.54 0.25 -1.06 0.018
C -0.179 5.072 -1.928 -0.13 1.68 -0.52 -0.005
C -1.497 1.598 -2.391 -0.19 0.42 0.56 -0.297
C -2.915 1.651 -2.448 0.59 0.17 1.21 -0.085
C -3.582 0.692 -3.191 -1.73 0.70 0.37 -0.075
C -2.955 -0.300 -3.909 0.60 -1.08 -0.10 -0.043
C -1.567 -0.276 -3.943 0.51 0.33 -0.10 -0.043
C -0.863 0.731 -3.262 -0.06 -1.36 -0.11 -0.141
H -2.569 2.974 4.577 0.43 -0.26 -0.90 0.151
H -0.198 3.786 4.271 -0.65 -0.06 -0.35 0.141
H 1.106 3.151 2.324 -0.90 0.11 0.29 0.088
H -2.140 0.694 0.914 0.40 0.23 0.59 0.073
H -3.511 1.361 2.851 -0.15 -0.01 0.06 0.110
H -2.419 4.081 0.455 0.14 0.36 -0.69 0.123
H -3.368 6.267 -0.104 0.27 0.12 -0.26 0.156
H -2.192 7.755 -1.651 -0.01 0.95 -0.09 0.143
H -0.217 6.966 -2.976 -0.47 -0.42 0.82 0.158
H 0.752 4.753 -2.354 0.28 0.01 -0.54 0.118
H -3.511 2.322 -1.799 0.50 -0.36 -0.56 0.115
H -4.677 0.728 -3.130 0.44 -0.12 -0.20 0.129
H -3.496 -1.160 -4.357 0.25 0.96 0.20 0.137
H -0.983 -1.059 -4.433 -0.30 0.37 -0.12 0.124
H 0.205 0.698 -3.345 0.51 -0.01 0.15 0.086
O 0.242 -0.354 -0.418 3.01 2.80 3.19 -0.461
S -1.718 -3.783 0.356 -0.14 -0.52 -0.11 1.176
C -1.904 -5.023 -0.850 -0.78 0.19 0.45 -0.508
C -1.343 -6.292 -0.657 1.01 -0.31 0.48 -0.069
C -1.386 -7.219 -1.675 0.33 0.15 -0.13 -0.020
C -2.004 -6.912 -2.899 -0.28 -0.19 0.26 0.011
C -2.735 -5.729 -3.021 -0.02 0.81 0.32 -0.021
C -2.677 -4.773 -1.994 -0.82 -0.06 -1.24 -0.064
C -3.293 -3.071 0.570 -0.51 0.14 -0.16 -0.499
C -3.341 -1.674 0.736 -1.51 -0.63 0.48 -0.093
C -4.575 -1.061 1.008 1.28 -0.23 -0.22 -0.040
C -5.750 -1.816 1.060 -0.07 0.83 -0.29 -0.020
C -5.697 -3.178 0.878 0.22 -1.16 -0.24 -0.029
C -4.483 -3.828 0.655 0.01 -0.16 -0.37 -0.035
H -0.834 -6.531 0.290 -0.27 0.12 -0.54 0.130
H -0.879 -8.167 -1.551 -0.13 -0.05 0.04 0.132
H -1.957 -7.637 -3.713 -0.11 0.25 0.21 0.139
H -3.335 -5.526 -3.916 0.37 -0.09 0.39 0.132
H -3.241 -3.832 -2.108 0.46 -0.52 0.12 0.124
H -2.427 -1.138 0.656 0.50 0.44 -0.06 0.048
H -4.561 0.015 1.154 -0.35 -0.11 -0.08 0.098
H -6.717 -1.319 1.146 0.27 -0.12 0.24 0.135
H -6.598 -3.794 0.865 0.18 0.32 0.15 0.138
H -4.493 -4.912 0.497 0.19 0.45 0.15 0.136

---

[2]
109
Properties=species:S:1:pos:R:3:forces:R:3:lowdin_charge:R:1 method="wB97M-V/def2-TZVPD" e_above_lowest_kcal_mol=5.0 charge=+3 e_lumo_ev=-10.40 largest_force_ev_per_a=1.7
Ti 0.621 -0.784 0.853 -0.21 -0.18 -0.13 1.043
C -2.982 -0.955 1.473 0.13 0.00 0.05 -0.128
C -2.262 0.334 1.894 0.14 -0.18 -0.05 -0.143
N -0.928 0.635 1.238 -0.34 0.73 -0.39 -0.136
C -0.456 1.955 1.813 0.11 -0.24 -0.04 -0.165
C 1.075 2.101 1.862 -0.16 -0.27 -0.12 -0.128
N 1.789 0.894 1.309 0.28 0.60 0.59 -0.145
C 3.009 0.520 2.119 -0.28 -0.05 0.09 -0.131
C 2.673 -0.051 3.513 -0.13 0.03 -0.13 -0.123
C 1.268 -0.610 3.736 0.20 0.03 -0.12 -0.140
N 0.889 -1.649 2.719 -0.25 0.21 0.75 -0.106
C -0.359 -2.405 3.067 -0.15 -0.01 -0.23 -0.115
C -0.886 -3.132 1.834 0.07 0.29 0.11 -0.118
N -0.954 -2.210 0.646 -0.44 -0.08 0.20 -0.103
C -2.351 -1.734 0.344 0.00 0.07 0.11 -0.163
H -3.984 -0.692 1.136 -0.07 0.01 -0.03 0.122
H -3.118 -1.599 2.345 -0.02 0.02 -0.02 0.119
H -2.077 0.318 2.964 0.09 0.03 0.13 0.116
H -2.908 1.182 1.701 -0.08 0.19 -0.07 0.114
H -1.159 0.844 0.235 -0.20 0.03 0.21 0.036
H -0.848 2.032 2.821 -0.09 -0.06 0.13 0.124
H -0.899 2.764 1.240 -0.04 0.04 -0.07 0.093
H 1.394 2.238 2.889 0.08 0.00 0.10 0.128
H 1.387 2.984 1.313 0.10 0.05 -0.09 0.119
H 2.135 1.163 0.388 0.10 -0.04 -0.05 0.086
H 3.640 1.397 2.234 0.03 0.15 -0.05 0.143
H 3.575 -0.197 1.532 -0.02 -0.10 -0.12 0.111
H 2.814 0.718 4.273 0.02 -0.01 0.03 0.135
H 3.405 -0.829 3.737 0.04 0.02 0.03 0.130
H 0.509 0.173 3.710 -0.08 -0.01 -0.03 0.116
H 1.244 -1.047 4.731 -0.13 -0.15 0.11 0.149
H 1.657 -2.315 2.676 0.14 -0.14 -0.20 0.127
H -1.088 -1.694 3.448 0.00 0.12 0.01 0.119
H -0.167 -3.134 3.849 0.13 0.02 0.19 0.154
H -1.867 -3.544 2.052 -0.14 -0.05 -0.05 0.145
H -0.235 -3.961 1.594 0.15 -0.16 -0.15 0.117
H -0.679 -2.753 -0.169 0.07 -0.16 -0.11 0.135
H -2.968 -2.601 0.116 0.00 -0.13 -0.01 0.150
H -2.309 -1.124 -0.554 0.11 0.01 -0.06 0.053
C 4.119 -2.445 -5.761 -0.03 0.02 0.01 -0.053
C 4.529 -3.322 -4.577 0.03 -0.01 0.01 -0.553
C 4.190 -4.786 -4.900 -0.03 -0.04 0.00 -0.026
C 6.044 -3.175 -4.352 0.03 0.02 -0.02 -0.023
C 3.807 -2.919 -3.296 0.09 -0.09 0.06 -0.112
C 2.929 -1.837 -3.253 0.01 0.08 -0.20 -0.024
C 2.337 -1.553 -2.053 -0.34 0.33 0.36 -0.469
Br 1.159 -0.046 -1.865 -0.25 0.00 -0.07 0.963
C 2.553 -2.265 -0.882 0.02 0.02 -0.11 -0.267
O 1.813 -1.813 0.200 1.22 -0.98 -0.75 -0.260
C 3.459 -3.335 -0.878 0.04 -0.16 0.25 -0.063
C 4.040 -3.624 -2.107 0.05 0.02 -0.13 0.063
C 3.803 -4.152 0.379 -0.15 0.07 0.01 -0.520
C 2.538 -4.870 0.876 0.14 -0.07 -0.08 -0.020
C 4.342 -3.223 1.480 0.09 -0.06 -0.04 -0.020
C 4.869 -5.213 0.099 0.07 -0.07 0.05 -0.040
H 4.637 -2.790 -6.656 -0.02 0.02 0.04 0.101
H 4.399 -1.397 -5.609 -0.04 -0.08 -0.02 0.095
H 3.045 -2.507 -5.962 0.09 0.01 0.00 0.094
H 4.673 -5.068 -5.838 -0.02 0.00 0.07 0.101
H 3.112 -4.922 -5.022 0.06 -0.01 0.00 0.096
H 4.542 -5.475 -4.128 -0.03 0.06 -0.07 0.085
H 6.573 -3.461 -5.264 -0.03 0.01 0.08 0.103
H 6.406 -3.814 -3.543 -0.03 0.04 -0.07 0.085
H 6.307 -2.139 -4.121 0.00 -0.07 -0.01 0.097
H 2.725 -1.233 -4.128 0.01 -0.06 0.06 0.118
H 4.732 -4.454 -2.151 -0.04 0.08 0.00 0.108
H 1.767 -4.146 1.140 -0.12 0.06 0.07 0.037
H 2.764 -5.476 1.757 -0.02 0.07 -0.06 0.106
H 2.135 -5.534 0.107 0.00 0.04 0.04 0.109
H 3.648 -2.406 1.701 -0.01 0.00 0.03 0.037
H 5.300 -2.782 1.188 -0.11 0.00 0.02 0.111
H 4.509 -3.795 2.398 -0.02 0.06 -0.09 0.105
H 4.513 -5.978 -0.596 0.05 0.07 0.04 0.103
H 5.121 -5.716 1.036 -0.03 0.04 -0.10 0.105
H 5.790 -4.773 -0.292 -0.08 -0.05 0.04 0.102
F -2.539 6.682 -4.087 0.02 0.11 -0.01 0.192
C -2.565 5.461 -3.609 -0.03 0.17 -0.10 -0.125
C -3.689 4.680 -3.756 -0.17 0.13 -0.13 -0.127
F -4.750 5.163 -4.364 -0.09 0.03 -0.05 0.182
C -3.701 3.391 -3.262 -0.11 -0.26 0.15 -0.210
F -4.846 2.724 -3.400 0.11 -0.18 -0.12 0.118
C -2.608 2.815 -2.622 0.20 0.08 0.15 -0.301
P -2.623 1.087 -1.987 -0.01 0.11 0.03 1.084
C -2.624 -0.027 -3.438 0.08 0.03 -0.03 -0.369
C -3.293 0.194 -4.646 0.05 -0.10 0.03 -0.056
C -3.246 -0.750 -5.663 -0.05 0.08 -0.05 -0.040
C -2.532 -1.930 -5.503 0.05 -0.03 0.02 -0.048
C -1.855 -2.163 -4.314 -0.03 0.07 0.03 -0.070
C -1.902 -1.214 -3.300 0.00 -0.12 -0.11 -0.162
C -4.301 0.957 -1.272 0.03 -0.05 0.00 -0.401
C -4.648 1.879 -0.283 -0.12 0.07 0.08 -0.134
C -5.900 1.829 0.319 0.11 0.02 0.03 -0.059
C -6.809 0.842 -0.053 0.02 0.00 0.03 -0.054
C -6.461 -0.090 -1.020 0.09 -0.09 -0.06 -0.051
C -5.207 -0.038 -1.628 -0.01 -0.02 0.01 -0.081
C -1.502 3.664 -2.434 -0.23 -0.14 -0.09 -0.542
Br 0.033 3.170 -1.428 0.06 -0.04 -0.13 0.842
C -1.474 4.955 -2.928 0.25 -0.18 0.18 -0.264
F -0.420 5.736 -2.751 0.05 0.02 0.02 0.105
H -3.862 1.092 -4.813 -0.10 0.19 0.06 0.105
H -3.778 -0.560 -6.589 0.06 -0.01 0.08 0.124
H -2.498 -2.660 -6.305 -0.02 0.07 0.09 0.121
H -1.286 -3.075 -4.181 -0.03 0.02 0.00 0.107
H -1.345 -1.402 -2.388 0.00 0.01 0.00 0.028
H -3.953 2.675 -0.015 -0.08 -0.03 -0.01 0.107
H -6.175 2.564 1.068 0.03 -0.06 -0.10 0.117
H -7.790 0.810 0.404 0.04 0.00 -0.02 0.119
H -7.173 -0.851 -1.322 0.08 0.08 0.04 0.119
H -4.950 -0.757 -2.400 -0.06 0.05 0.02 0.108